Entry from the Open Molecules 2025 dataset: a cluster of 2 separate species, CH7N4P2 in total at a distorted geometry (ωB97M-V/def2-TZVPD).

Positions of all 14 atoms, in Å:
1 C -0.119 0.604 0.105
2 N 1.773 -2.594 0.118
3 N -0.972 1.603 -0.141
4 N 0.648 0.215 -0.922
5 N 0.022 -0.059 1.244
6 P 0.740 -3.308 1.113
7 P 3.037 -1.890 -0.412
8 H -1.158 1.994 -1.063
9 H -1.765 1.836 0.388
10 H 0.257 0.276 -1.840
11 H 1.690 0.025 -0.914
12 H -0.629 0.113 2.021
13 H -0.081 -3.716 0.114
14 H 0.945 -0.460 1.344

Cartesian forces (eV/Å) of the 6 atoms listed first:
0.2 0.0 -1.2
1.3 0.6 0.2
-0.5 -0.1 -0.7
1.5 0.1 -0.7
-0.8 1.3 0.5
0.4 0.1 1.0

Values from the calculation:
**E**: -25680.53875 eV
**Charge**: +1
**HOMO level (spin up / spin down)**: -11.0 / -11.0 eV
**E_LUMO (spin up / spin down)**: -4.36 / -4.35 eV
**Energy above the lowest of the compared OMol25 structures with the same formula, charge and spin**: 174.5 kJ/mol